Density functional theory data (the ωB97M-V functional and the def2-TZVPD basis) for C53H42Cl3IN13O4RbS as an isolated structure.

XYZ file:
```
118
Properties=species:S:1:pos:R:3:mulliken_charge:R:1
Rb 1.016 -0.996 -0.391 0.495
C 3.749 -2.126 2.592 -1.416
C 2.282 -1.708 2.563 0.707
O 2.060 -0.453 2.533 -0.513
C 1.341 -2.715 2.490 -0.919
C -0.093 -2.584 2.363 1.072
C -0.861 -3.890 2.306 -1.431
N -0.698 -1.445 2.278 0.242
N -2.104 -1.532 2.224 -0.997
C -2.584 -1.671 1.028 -0.810
O -1.950 -1.771 -0.084 -0.555
C -4.089 -1.772 0.979 0.590
C -4.902 -1.316 2.017 -0.019
C -6.283 -1.371 1.913 -0.745
C -6.881 -1.902 0.774 -0.478
C -6.081 -2.393 -0.248 -0.806
C -4.698 -2.327 -0.143 0.162
H 4.098 -2.265 1.564 0.081
H 3.907 -3.066 3.125 0.514
H 4.341 -1.338 3.061 0.293
H 1.732 -3.725 2.487 -0.015
H -0.208 -4.731 2.534 0.415
H -1.279 -4.026 1.305 0.137
H -1.701 -3.870 3.003 0.331
H -4.416 -0.914 2.898 0.705
H -6.897 -0.974 2.713 0.322
H -7.961 -1.928 0.685 0.388
H -6.538 -2.820 -1.135 0.398
H -4.053 -2.696 -0.932 0.616
C 0.786 2.783 3.474 -1.395
N 0.739 2.763 2.033 1.366
C 0.657 1.667 1.272 -0.696
N 0.514 2.009 0.005 -0.245
C 0.508 3.364 0.062 -0.361
N 0.628 3.877 1.272 -1.178
C -0.525 2.372 4.107 0.805
C -0.551 2.027 5.453 -0.873
C -1.741 1.673 6.070 -0.761
C -2.921 1.655 5.346 -0.993
C -2.895 1.980 3.995 0.231
C -1.702 2.334 3.376 0.473
C -4.144 1.957 3.236 0.563
N -5.348 2.090 3.680 -0.729
N -6.184 2.003 2.576 -0.500
C -5.418 1.828 1.554 0.485
O -4.110 1.801 1.892 -0.048
C -5.813 1.602 0.166 0.086
C -7.108 1.939 -0.229 -1.034
C -7.521 1.660 -1.516 -0.729
C -6.655 1.029 -2.403 -0.874
C -5.371 0.686 -2.013 0.817
C -4.482 -0.109 -2.939 -1.062
N -3.161 0.443 -3.124 1.319
C -2.021 0.131 -2.482 0.316
N -1.032 0.856 -2.967 -0.297
C -1.640 1.608 -3.914 -0.419
N -2.933 1.398 -4.053 -1.207
C -4.942 0.990 -0.725 0.312
H 1.050 3.799 3.767 0.387
H 1.575 2.099 3.797 0.383
H 0.731 0.683 1.734 0.431
H 0.410 3.993 -0.809 0.502
H 0.376 2.014 6.015 0.426
H -1.745 1.389 7.115 0.365
H -3.858 1.367 5.803 0.460
H -1.695 2.569 2.319 0.630
H -7.771 2.405 0.488 0.488
H -8.522 1.924 -1.833 0.387
H -6.985 0.797 -3.410 0.398
H -4.943 -0.196 -3.922 0.384
H -4.352 -1.109 -2.527 0.103
H -1.985 -0.601 -1.674 0.162
H -1.116 2.325 -4.526 0.492
H -3.947 0.707 -0.403 0.482
Cl 6.172 -3.083 -6.055 -0.308
C 5.232 -2.972 -4.576 0.314
C 4.290 -1.970 -4.429 -0.569
C 3.558 -1.893 -3.260 0.180
Cl 2.337 -0.643 -3.152 -0.057
C 3.692 -2.793 -2.143 -0.309
O 3.021 -2.731 -1.090 -0.534
C 4.689 -3.800 -2.405 0.446
Cl 4.958 -4.975 -1.145 -0.271
C 5.431 -3.894 -3.561 -0.665
H 4.113 -1.255 -5.221 0.423
H 6.160 -4.686 -3.670 0.403
S 7.838 2.759 0.553 -0.176
C 6.290 1.947 0.179 0.227
C 5.420 1.591 1.195 -0.909
C 4.223 0.964 0.861 -0.080
N 3.870 0.699 -0.396 0.479
C 4.723 1.033 -1.362 -0.462
C 5.945 1.649 -1.131 -0.903
C 7.375 4.431 0.143 0.316
C 7.921 5.063 -0.965 -0.154
C 7.557 6.375 -1.231 -0.305
N 6.702 7.072 -0.489 -0.614
C 6.173 6.449 0.564 -0.364
C 6.480 5.147 0.926 -0.249
H 5.662 1.786 2.231 0.517
H 3.523 0.638 1.632 0.597
H 4.417 0.794 -2.373 0.452
H 6.606 1.889 -1.954 0.410
H 8.615 4.540 -1.609 0.377
H 7.973 6.888 -2.091 0.337
H 5.467 7.022 1.155 0.352
H 6.019 4.693 1.793 0.358
I 1.233 -5.489 -6.072 0.018
C 0.172 -4.763 -4.427 -0.553
C -0.969 -5.402 -3.974 -0.285
C -1.614 -4.868 -2.872 -1.009
C -1.096 -3.726 -2.272 -0.405
N 0.002 -3.116 -2.720 0.413
C 0.625 -3.623 -3.777 0.288
H -1.338 -6.291 -4.468 0.392
H -2.507 -5.330 -2.471 0.501
H -1.563 -3.269 -1.401 0.596
H 1.518 -3.111 -4.114 0.170
```

Summary:
Multiplicity = 1
HOMO energy = -1.7 eV
Energy above the lowest of the compared OMol25 structures with the same formula, charge and spin = 0.000 eV
Total charge = -2
HOMO-LUMO gap = 5.03 eV
E = -5158.35471 Eh